The following is a DFT calculation (ωB97M-V/def2-TZVPD) of a molecular structure, C28H28N4O2W at a distorted geometry.

Last column: Mulliken charge in e.
CARTESIAN COORDINATES (ANGSTROEM)
W1 -0.071 0.171 -0.885  1.550
C1 0.618 0.782 -3.088  -0.412
C2 -0.446 -0.099 -3.283  -0.744
C3 -1.662 0.133 -2.606  -0.090
C4 -1.881 1.396 -1.953  -0.388
C5 -0.860 2.327 -1.866  -0.769
C6 0.434 1.969 -2.301  -0.714
H1 1.525 0.661 -3.664  0.669
H2 -0.346 -0.940 -3.954  0.402
H3 -2.514 -0.500 -2.806  0.734
H4 -2.878 1.645 -1.612  0.564
H5 -1.039 3.315 -1.462  0.454
H6 1.219 2.712 -2.290  0.557
O1 -3.483 2.812 2.367  -0.625
C7 -4.132 1.668 2.124  0.080
C8 -5.478 1.604 2.486  -0.683
C9 -6.203 0.447 2.298  -0.392
C10 -5.611 -0.688 1.737  -0.947
C11 -4.300 -0.632 1.335  -0.514
C12 -3.543 0.540 1.508  0.026
C13 -2.185 0.570 1.007  1.013
O2 -1.784 -0.340 0.131  -0.300
N1 -1.340 1.510 1.347  -1.039
N2 -0.114 1.359 0.796  -0.029
C14 0.631 0.275 1.220  -0.345
C15 2.049 0.462 0.859  0.242
C16 3.140 0.607 1.690  -0.815
C17 4.346 0.977 1.114  -0.341
C18 4.406 1.180 -0.261  -1.066
C19 3.276 0.984 -1.027  0.098
N3 2.114 0.614 -0.478  -0.253
H7 -2.533 2.712 2.214  0.422
H8 -5.925 2.482 2.933  0.483
H9 -7.243 0.419 2.595  0.410
H10 -6.179 -1.600 1.619  0.455
H11 -3.827 -1.500 0.891  0.772
H12 0.353 -0.193 2.158  0.659
H13 3.032 0.471 2.758  0.544
H14 5.224 1.124 1.728  0.484
H15 5.324 1.491 -0.739  0.459
H16 3.313 1.112 -2.101  0.440
C20 -2.417 -5.284 -0.222  -1.072
N4 -2.335 -3.845 -0.156  0.339
C21 -2.901 -3.146 -1.279  -0.554
C22 -1.239 -3.225 0.549  -1.166
C23 0.012 -3.104 -0.324  1.776
C24 0.652 -4.323 -0.547  -0.802
C25 1.790 -4.422 -1.327  -0.928
C26 2.302 -3.273 -1.922  -1.054
C27 1.677 -2.066 -1.713  -0.022
C28 0.517 -1.905 -0.903  0.908
H17 -3.456 -5.580 -0.379  0.322
H18 -2.075 -5.729 0.712  0.363
H19 -1.833 -5.713 -1.051  0.386
H20 -3.919 -3.498 -1.456  0.496
H21 -2.331 -3.306 -2.213  0.336
H22 -2.931 -2.082 -1.057  -0.282
H23 -0.994 -3.856 1.404  0.770
H24 -1.543 -2.254 0.922  -0.520
H25 0.259 -5.214 -0.075  0.569
H26 2.275 -5.380 -1.460  0.437
H27 3.184 -3.322 -2.547  0.490
H28 2.129 -1.210 -2.199  0.160

Properties
- charge = +2
- gap between HOMO and LUMO (spin up / spin down) (Ha) = 0.13485 / 0.14986
- electronic energy (eV) = -41353.3125
- max |F| (eV Å⁻¹) = 2.584
- relative energy (zero: lowest compared OMol25 entry of this formula, charge and spin) (kJ/mol) = 364.6
- lowest unoccupied orbital energy (spin up / spin down) (eV) = -9.246 / -9.089